(1)
{
  "formula": "C12H29ClIO2P2Tb",
  "method": "the ωB97M-V functional and the def2-TZVPD basis",
  "e_homo_ev": [-15.552, -15.562],
  "total_energy_ev": -78632.890,
  "multiplicity": 7,
  "total_charge": 2,
  "relative_energy_kj_mol": 0.00,
  "lumo_energy_ev": [-6.7216, -6.6061],
  "elements": ["C", "C", "H", "H", "H", "O", "I", "Tb", "P", "C", "C", "H", "H", "H", "H", "H", "H", "C", "H", "H", "H", "P", "C", "C", "H", "H", "H", "C", "H", "H", "H", "H", "H", "H", "Cl", "C", "C", "C", "O", "C", "H", "H", "H", "H", "H", "H", "H", "H"],
  "xyz": [[0.004, 0.638, -6.900], [0.010, 1.417, -5.614], [0.007, 1.362, -7.727], [-0.890, 0.011, -6.962], [0.892, 0.002, -6.964], [0.023, 2.602, -5.460], [-0.010, 0.216, -3.518], [0.007, -0.289, -0.197], [2.952, -0.142, -0.403], [4.006, 0.979, 0.607], [3.842, -1.694, 0.040], [4.901, -1.579, -0.230], [4.768, -0.035, -2.054], [3.406, -2.536, -0.512], [3.192, -0.410, -2.815], [3.725, 0.888, 1.664], [3.774, -1.882, 1.119], [3.693, 0.201, -2.053], [5.065, 0.706, 0.506], [3.562, 1.265, -2.291], [3.872, 2.017, 0.279], [-2.924, 0.061, -0.274], [-4.136, 1.147, 0.588], [-3.685, 0.118, -1.942], [-3.177, -2.372, -0.291], [-4.718, -1.525, 0.113], [-3.430, -1.684, 1.351], [-3.629, -1.545, 0.277], [-3.178, -0.597, -2.600], [-4.745, -0.149, -1.844], [-5.144, 0.797, 0.348], [-4.012, 2.177, 0.236], [-3.600, 1.131, -2.353], [-3.986, 1.104, 1.673], [-0.045, -2.737, -0.503], [-0.148, 0.497, 4.268], [0.600, -0.837, 4.371], [0.780, -1.319, 2.928], [-0.019, -0.388, 2.044], [-0.636, 0.700, 2.832], [-0.897, 0.590, 5.051], [0.585, 1.277, 4.481], [0.050, -1.588, 4.946], [1.558, -0.724, 4.898], [1.815, -1.248, 2.567], [0.440, -2.361, 2.791], [-1.722, 0.688, 2.669], [-0.263, 1.657, 2.443]],
  "lowdin_charge": [-0.0296, -0.5521, 0.1167, 0.1042, 0.1046, 0.1039, 0.6161, 0.9179, 0.6953, -0.2705, -0.2651, 0.0624, 0.0660, 0.0469, 0.0168, 0.0414, 0.0461, -0.2883, 0.0665, 0.0527, 0.0524, 0.6891, -0.2603, -0.2917, 0.0357, 0.0649, 0.0533, -0.2752, 0.0246, 0.0630, 0.0616, 0.0548, 0.0535, 0.0424, -0.0674, -0.1231, -0.1243, -0.1035, -0.4468, -0.1403, 0.1306, 0.1219, 0.1266, 0.1321, 0.1071, 0.1317, 0.1094, 0.1258]
}

***

(2)
{
  "formula": "C12H29N2O6P",
  "method": "the ωB97M-V functional and the def2-TZVPD basis",
  "e_homo_ev": -9.153,
  "total_energy_ev": -37469.780,
  "smiles": "CCCCNO[P@@](=O)(O)OCCN.CC(C)=O.CC(C)=O",
  "relative_energy_kj_mol": 40.36,
  "lumo_energy_ev": 0.6366,
  "elements": ["C", "C", "C", "C", "N", "O", "P", "O", "O", "O", "C", "C", "N", "H", "H", "H", "H", "H", "H", "H", "H", "H", "H", "H", "H", "H", "H", "H", "H", "H", "C", "C", "O", "C", "H", "H", "H", "H", "H", "H", "C", "C", "O", "C", "H", "H", "H", "H", "H", "H"],
  "xyz": [[4.362, -0.547, 1.485], [3.032, -0.083, 0.895], [2.161, -1.231, 0.366], [1.478, -0.827, -0.933], [0.502, -1.798, -1.457], [-0.059, -2.629, -0.412], [-1.421, -2.081, 0.205], [-2.308, -1.423, -0.758], [-1.878, -3.446, 0.873], [-1.021, -1.160, 1.428], [-1.638, 0.119, 1.734], [-0.886, 1.273, 1.109], [-1.408, 1.602, -0.213], [4.235, -0.997, 2.472], [4.832, -1.296, 0.842], [5.061, 0.285, 1.594], [3.224, 0.635, 0.091], [2.474, 0.462, 1.663], [2.785, -2.111, 0.183], [1.413, -1.515, 1.107], [1.041, 0.176, -0.824], [2.243, -0.764, -1.712], [-0.308, -1.341, -1.871], [-2.414, -3.317, 1.666], [-2.676, 0.117, 1.396], [-1.605, 0.178, 2.822], [-1.027, 2.146, 1.747], [0.184, 1.017, 1.133], [-1.168, 0.898, -0.904], [-1.019, 2.480, -0.537], [-3.953, 5.121, 3.851], [-3.787, 4.080, 2.771], [-2.701, 3.644, 2.467], [-5.044, 3.608, 2.083], [-2.985, 5.382, 4.270], [-4.431, 6.012, 3.439], [-4.609, 4.742, 4.637], [-5.555, 4.454, 1.619], [-5.733, 3.180, 2.813], [-4.794, 2.869, 1.326], [1.851, -2.519, -5.506], [2.693, -2.191, -4.298], [2.963, -1.050, -4.000], [3.160, -3.358, -3.465], [1.568, -1.605, -6.021], [2.406, -3.171, -6.184], [0.957, -3.063, -5.195], [3.756, -4.041, -4.075], [2.296, -3.915, -3.097], [3.750, -3.001, -2.625]],
  "nbo_charge": [-0.6001, -0.3976, -0.4142, -0.2564, -0.3244, -0.6800, 2.5348, -1.1092, -0.9732, -0.8473, -0.0647, -0.2631, -0.8302, 0.2026, 0.2004, 0.2084, 0.1976, 0.1991, 0.2010, 0.2228, 0.1715, 0.2289, 0.3658, 0.5107, 0.2064, 0.1902, 0.2322, 0.1694, 0.3582, 0.3596, -0.7210, 0.6035, -0.5564, -0.7240, 0.2357, 0.2308, 0.2296, 0.2304, 0.2280, 0.2439, -0.7219, 0.6088, -0.5582, -0.7241, 0.2340, 0.2272, 0.2347, 0.2255, 0.2435, 0.2309]
}

***

(3)
{
  "formula": "C12H29O3V",
  "method": "the ωB97M-V functional and the def2-TZVPD basis",
  "e_homo_ev": [-7.851, -9.774],
  "total_energy_ev": -44742.759,
  "multiplicity": 3,
  "lumo_energy_ev": [0.7839, 0.2048],
  "elements": ["V", "C", "C", "O", "H", "H", "H", "H", "H", "C", "C", "O", "H", "H", "H", "H", "H", "C", "C", "O", "H", "H", "H", "H", "H", "C", "C", "C", "C", "C", "C", "H", "H", "H", "H", "H", "H", "H", "H", "H", "H", "H", "H", "H", "H"],
  "xyz": [[9.227, 7.791, 11.029], [8.932, 11.636, 11.586], [7.947, 10.515, 11.653], [8.473, 9.447, 10.809], [8.702, 12.727, 11.666], [9.455, 11.537, 10.636], [9.772, 11.538, 12.231], [7.029, 10.609, 11.017], [7.704, 10.228, 12.668], [6.314, 5.694, 13.017], [7.281, 6.713, 13.093], [8.305, 6.770, 12.142], [5.595, 5.520, 13.845], [6.796, 4.759, 12.988], [5.762, 5.885, 12.086], [7.708, 6.683, 14.099], [6.567, 7.634, 13.037], [12.465, 5.696, 11.410], [12.178, 6.906, 10.532], [10.838, 7.335, 10.775], [11.621, 5.077, 11.610], [12.542, 6.088, 12.346], [13.370, 5.120, 11.244], [12.260, 6.582, 9.514], [12.955, 7.514, 10.939], [7.178, 12.474, 7.598], [6.681, 11.147, 7.072], [7.814, 10.230, 6.680], [7.247, 8.899, 6.210], [8.259, 7.783, 5.965], [9.073, 7.425, 7.184], [7.872, 12.401, 8.407], [6.345, 13.105, 7.956], [7.552, 13.095, 6.764], [6.087, 10.618, 7.846], [5.955, 11.149, 6.263], [8.516, 10.084, 7.531], [8.374, 10.651, 5.866], [6.553, 8.512, 6.999], [6.675, 9.028, 5.305], [7.676, 6.891, 5.716], [8.966, 8.044, 5.150], [9.530, 6.416, 7.088], [9.871, 8.067, 7.385], [8.450, 7.402, 8.105]],
  "nbo_charge": [1.5151, -0.6588, -0.0720, -0.8203, 0.2198, 0.2232, 0.2073, 0.1905, 0.1719, -0.6274, -0.0429, -0.7937, 0.2255, 0.2031, 0.2000, 0.1558, 0.1392, -0.6302, -0.0563, -0.7403, 0.2149, 0.1991, 0.2133, 0.1789, 0.1847, -0.6090, -0.3939, -0.4015, -0.3814, -0.3931, -0.6054, 0.2117, 0.2058, 0.2017, 0.1905, 0.1992, 0.2029, 0.1917, 0.1873, 0.1992, 0.2005, 0.1956, 0.2079, 0.2035, 0.1867]
}

***

(4)
{
  "formula": "C12H30AgN3O7S4",
  "method": "the ωB97M-V functional and the def2-TZVPD basis",
  "e_homo_ev": -9.039,
  "total_energy_ev": -79064.041,
  "lumo_energy_ev": -3.2677,
  "elements": ["Ag", "N", "O", "O", "O", "C", "C", "N", "H", "H", "H", "C", "C", "N", "H", "H", "H", "C", "S", "O", "C", "H", "H", "H", "H", "H", "H", "C", "S", "O", "C", "H", "H", "H", "H", "H", "H", "C", "S", "O", "C", "H", "H", "H", "H", "H", "H", "C", "S", "O", "C", "H", "H", "H", "H", "H", "H"],
  "xyz": [[-19.560, 11.175, 21.558], [-16.883, 10.733, 20.709], [-17.157, 10.744, 21.942], [-15.708, 10.668, 20.337], [-17.827, 10.756, 19.878], [-12.475, 10.171, 20.325], [-11.089, 10.459, 20.595], [-9.982, 10.676, 20.792], [-12.640, 9.608, 19.409], [-12.999, 11.105, 20.081], [-13.012, 9.777, 21.184], [-19.042, 12.600, 17.402], [-20.155, 13.143, 16.620], [-21.082, 13.555, 16.091], [-18.696, 13.360, 18.100], [-18.161, 12.276, 16.857], [-19.399, 11.726, 17.947], [-14.820, 13.468, 22.839], [-15.087, 15.260, 23.113], [-13.806, 15.991, 22.888], [-16.019, 15.465, 21.573], [-15.798, 12.988, 22.841], [-14.217, 13.036, 23.636], [-14.264, 13.362, 21.908], [-16.031, 16.477, 21.175], [-17.050, 15.194, 21.827], [-15.656, 14.798, 20.793], [-15.766, 13.142, 18.196], [-14.119, 13.719, 18.647], [-13.180, 12.946, 17.747], [-14.181, 15.367, 17.889], [-15.904, 12.183, 18.686], [-15.932, 13.136, 17.121], [-16.473, 13.865, 18.620], [-15.063, 15.861, 18.291], [-14.241, 15.156, 16.823], [-13.237, 15.856, 18.106], [-16.592, 10.058, 16.606], [-15.627, 8.574, 16.055], [-15.446, 8.744, 14.549], [-13.966, 9.073, 16.647], [-16.525, 10.865, 15.881], [-16.214, 10.393, 17.570], [-17.605, 9.678, 16.722], [-14.094, 10.028, 17.157], [-13.276, 9.108, 15.813], [-13.576, 8.364, 17.381], [-15.279, 7.127, 20.109], [-16.448, 6.556, 21.352], [-16.158, 5.083, 21.465], [-15.738, 7.388, 22.786], [-15.197, 6.375, 19.330], [-14.318, 7.165, 20.628], [-15.541, 8.118, 19.742], [-15.515, 8.444, 22.626], [-14.791, 6.884, 22.997], [-16.426, 7.260, 23.617]],
  "nbo_charge": [0.9265, 0.7084, -0.5795, -0.4510, -0.5943, -0.7332, 0.2856, -0.3235, 0.2545, 0.2642, 0.2495, -0.7173, 0.2758, -0.3133, 0.2427, 0.2599, 0.2512, -0.8251, 1.2406, -0.9682, -0.8346, 0.2264, 0.2432, 0.2338, 0.2494, 0.2115, 0.2085, -0.8506, 1.2285, -0.9837, -0.8058, 0.2630, 0.2350, 0.2108, 0.2191, 0.2405, 0.2524, -0.8210, 1.1963, -0.9717, -0.8136, 0.2382, 0.2291, 0.2266, 0.2339, 0.2649, 0.2190, -0.8359, 1.2213, -0.9732, -0.8402, 0.2562, 0.2248, 0.2285, 0.2406, 0.2387, 0.2366]
}